(1)
The following is a DFT calculation (the ωB97M-V functional and the def2-TZVPD basis) of a cluster of 2 separate species, C5H7N in total.

**Highest occupied orbital energy**: -9.88 eV
**Net charge**: 0
**LUMO level**: 1.1 eV
**F_max**: 0.58 eV/A
**HOMO-LUMO gap**: 10.947 eV
**E_tot**: -249.31960 a.u.
**SMILES string**: C1=NC1.C=C=C
**2S+1**: 1
**Energy relative to the best compared isomer or geometry (same formula, charge and spin)**: 4.181 eV

Structure (XYZ):
```
13
Properties=species:S:1:pos:R:3:forces:R:3:lowdin_charge:R:1
N -1.94318 0.55396 0.84614 -0.017 -0.540 0.212 0.094
C 1.97663 -0.67787 -0.88846 -0.002 0.097 0.070 -0.020
C 1.62540 0.34729 -0.15815 0.037 0.007 -0.005 -0.205
C -1.91246 -0.28172 -0.42710 0.010 -0.031 -0.443 -0.159
C 1.27842 1.37525 0.56659 0.034 -0.116 -0.060 -0.005
C -1.88634 -0.69255 0.95872 -0.020 0.481 0.131 -0.162
H 1.88858 -1.69682 -0.51836 0.000 0.177 -0.002 0.058
H 2.38318 -0.54306 -1.88798 -0.094 0.021 0.139 0.058
H 0.26159 1.76197 0.55619 0.154 -0.093 -0.038 0.042
H -2.83689 -0.32166 -1.00189 0.135 -0.007 0.109 0.075
H 1.99761 1.86111 1.22117 -0.067 -0.089 -0.099 0.060
H -0.99116 -0.24392 -1.00730 -0.158 -0.023 0.104 0.058
H -1.84138 -1.44197 1.74042 -0.010 0.117 -0.118 0.106
```
Forces are in eV/Å.

=====

(2)
The following is a DFT calculation (the ωB97M-V functional and the def2-TZVPD basis) of a structure of composition C29H46P2Pb.

**Highest occupied orbital energy (spin up / spin down)**: -12.39 / -12.39 eV
**Net charge**: +2
**LUMO level (spin up / spin down)**: -8.5 / -8.3 eV
**F_max**: 2.64 eV/A
**HOMO-LUMO gap (spin up / spin down)**: 3.912 / 4.059 eV
**E_tot**: -2007.41718 a.u.
**2S+1**: 1

Structure (XYZ):
```
78
Properties=species:S:1:pos:R:3:forces:R:3:lowdin_charge:R:1
Pb 0.66194 0.57094 0.29315 -0.291 -0.989 0.826 1.716
P -0.24212 1.38223 -6.55019 0.016 0.497 -0.594 0.764
P 2.08152 -0.43095 -7.34040 0.309 0.075 -0.524 0.748
C -0.43486 0.72588 3.30555 0.028 0.317 0.655 -0.021
C 1.30263 -0.23200 -2.05824 -1.079 -0.203 -0.101 -0.186
C 1.55082 -1.40802 -8.81730 -0.018 -0.156 0.296 -0.322
C 3.73814 4.16362 1.66064 0.032 -0.296 0.547 -0.031
C 3.44752 3.21892 2.67778 -0.727 -0.468 -0.613 -0.009
C 2.52485 2.17736 2.37950 1.123 0.487 1.496 -0.129
C -0.51157 -0.42717 2.37452 -2.130 0.574 -1.457 -0.274
C 0.13301 -2.20231 0.98807 -0.511 1.108 0.639 -0.258
C -1.64616 -0.83125 1.60383 1.523 0.660 0.969 -0.231
C 0.22921 2.22484 -2.30683 0.502 0.366 -0.877 -0.167
C -1.25177 -1.91526 0.75950 1.088 -0.542 0.443 -0.191
C -3.00132 -0.25428 1.71642 -0.592 0.035 0.182 -0.026
C 0.60513 -1.30009 2.00053 0.260 -1.226 -1.962 -0.281
C 0.95430 -3.23465 0.32200 0.220 -0.689 0.057 -0.022
C 2.24960 3.05516 0.14096 0.530 0.959 -0.248 -0.157
C -1.61886 1.05997 -7.73759 -0.135 -0.118 0.370 -0.310
C -0.72010 2.12101 -1.12811 -0.161 -0.758 0.274 -0.195
C 3.14802 4.09816 0.39291 -0.383 -0.462 0.283 -0.026
C 1.98338 2.13157 1.11939 0.002 0.190 0.004 -0.305
C 3.76384 0.05322 -7.93002 -0.009 -0.108 0.206 -0.332
C -0.30539 3.22914 -6.53932 -0.089 -0.079 0.155 -0.328
C 0.14341 -0.94148 -2.27991 0.818 0.599 0.845 -0.065
C -1.04581 -0.39180 -2.96661 -0.885 0.338 -1.183 -0.146
C 1.46682 1.20242 -2.49695 0.235 0.936 -0.339 -0.178
C 1.18918 1.15842 -7.71639 -0.063 -0.232 0.331 -0.609
C 1.99626 -1.21609 2.50803 0.466 -0.054 0.328 -0.017
C -1.82055 1.29608 -1.08285 1.176 0.539 0.012 -0.073
C -2.18979 0.36755 -2.17396 -0.491 -0.885 -0.614 -0.123
C -2.13399 -2.66247 -0.15936 -0.366 -0.251 -0.251 -0.001
H 0.82563 1.13719 -8.75846 0.242 0.295 0.353 0.053
H -3.00079 0.79802 2.00820 0.072 -0.078 0.054 0.086
H -1.21603 3.54999 -6.01539 0.198 0.065 -0.170 0.031
H -3.58911 -0.33822 0.79948 0.081 -0.107 0.041 0.080
H 0.61967 -3.49094 -0.68373 -0.137 0.005 0.095 0.077
H 1.89407 1.99228 -7.56299 -0.255 -0.246 -0.144 0.044
H 3.87995 3.23975 3.70190 -0.226 0.275 -1.035 0.134
H 3.73948 0.45169 -8.95155 0.051 -0.071 0.200 0.047
H -1.53043 1.68880 -8.63266 -0.013 -0.174 0.194 0.049
H 2.34528 -0.19071 2.66088 -0.272 -0.360 0.072 0.042
H 1.72238 1.21339 -3.57936 -0.315 -0.040 0.481 0.134
H 4.16434 0.81018 -7.24402 0.019 -0.133 -0.206 0.028
H 0.48991 -1.66572 -8.70950 0.205 -0.009 -0.141 0.026
H -2.46876 -3.57922 0.34050 -0.043 0.014 -0.101 0.121
H 1.74864 2.99092 -0.81630 0.358 0.315 0.270 0.040
H -0.49047 2.76288 -0.25796 -0.597 0.151 -0.572 0.109
H -2.56809 1.27564 -7.22971 0.117 -0.081 -0.240 0.033
H 2.73939 -1.66060 1.83028 -0.389 -0.213 0.286 0.103
H 0.89912 -4.15075 0.91799 0.152 -0.103 -0.186 0.112
H -3.54812 -0.79806 2.49368 -0.118 0.103 -0.065 0.116
H 2.04470 -1.70684 3.48810 0.199 -0.056 -0.104 0.128
H 2.17717 -0.71474 -1.60052 -0.257 -0.082 -0.436 0.120
H 4.43113 4.96480 1.88598 -0.004 -0.022 -0.039 0.119
H 2.01062 -2.96752 0.24422 -0.067 0.036 0.089 0.086
H 3.32027 4.81511 -0.41447 0.213 -0.078 0.554 0.128
H 0.42546 1.38348 3.12565 -0.255 -0.372 0.077 0.041
H -1.61107 -0.00102 -8.01844 -0.062 0.256 -0.012 0.032
H -1.65161 -2.97550 -1.08967 0.132 -0.040 0.192 0.083
H -1.53832 -1.25091 -3.47188 0.154 0.580 0.282 0.143
H 2.26252 1.44448 3.17511 0.479 0.968 -0.726 0.092
H -0.33060 0.35581 4.33370 -0.150 0.244 -0.017 0.121
H 0.07402 -1.97112 -1.94985 0.261 0.038 -0.006 0.089
H -0.72183 0.27601 -3.78299 0.026 -0.375 0.187 0.055
H -2.75725 0.97945 -2.91221 0.346 -0.351 0.184 0.155
H 1.70931 -0.85067 -9.74873 -0.043 -0.124 0.180 0.045
H -3.02990 -2.10938 -0.44679 0.027 -0.015 0.204 0.077
H -0.34871 2.20848 -3.24724 0.166 -0.022 0.439 0.105
H 2.37099 1.62900 -2.00933 -0.560 -0.349 -0.286 0.105
H 0.66468 3.24910 -2.25010 -0.255 -0.707 -0.281 0.126
H -1.30146 1.39494 3.23411 0.023 -0.433 0.164 0.099
H 4.41902 -0.82629 -7.88822 -0.085 0.238 -0.078 0.037
H -2.48737 1.33204 -0.22490 0.135 0.168 -0.040 0.107
H 2.13122 -2.33933 -8.84284 -0.192 0.177 -0.074 0.039
H -0.29948 3.63522 -7.55928 -0.015 -0.022 0.271 0.049
H -2.93129 -0.38541 -1.83725 0.455 0.543 0.087 0.110
H 0.56657 3.60623 -5.98832 -0.196 0.025 -0.152 0.026
```
Forces are in eV/Å.